{
  "formula": "C22H32BrIrN2O3Se2",
  "method": "wB97M-V/def2-TZVPD",
  "homo_ha": [-0.24560, -0.24449],
  "gap_ev": [6.39, 6.34],
  "e_lumo_ev": [-0.30, -0.31],
  "symbols": ["Ir", "O", "C", "C", "C", "N", "C", "Br", "C", "H", "H", "H", "H", "O", "C", "C", "C", "O", "C", "Se", "C", "Se", "H", "H", "H", "H", "H", "H", "H", "H", "H", "H", "C", "C", "C", "C", "C", "C", "C", "C", "N", "C", "C", "C", "C", "H", "H", "H", "H", "H", "H", "H", "H", "H", "H", "H", "H", "H", "H", "H", "H", "H", "H"],
  "positions_angstrom": [[-0.644, 0.139, -0.008], [-0.954, -5.257, 1.816], [-0.719, -4.418, 0.782], [0.482, -4.398, 0.078], [0.618, -3.487, -0.950], [-0.336, -2.634, -1.315], [-1.477, -2.682, -0.636], [1.414, -0.576, 1.061], [-1.735, -3.545, 0.413], [-0.160, -5.769, 2.007], [1.297, -5.060, 0.339], [1.548, -3.424, -1.503], [-2.676, -3.538, 0.943], [-1.081, -1.829, -5.378], [-2.061, -0.809, -5.300], [-2.167, -0.314, -3.844], [-3.209, 0.799, -3.879], [-3.790, 0.958, -2.598], [-2.631, -1.519, -3.018], [-2.753, -1.298, -1.072], [-0.766, 0.148, -3.432], [-0.495, 1.451, -1.988], [-0.981, -2.094, -6.297], [-3.038, -1.182, -5.634], [-1.782, 0.041, -5.936], [-3.994, 0.529, -4.599], [-2.737, 1.727, -4.219], [-4.286, 1.781, -2.579], [-1.915, -2.325, -3.154], [-3.617, -1.855, -3.342], [-0.292, 0.639, -4.285], [-0.160, -0.725, -3.199], [-4.972, -0.320, 4.374], [-4.543, 0.272, 3.058], [-5.474, 0.593, 2.076], [-5.078, 1.126, 0.855], [-6.097, 1.452, -0.202], [-3.727, 1.360, 0.628], [-2.776, 1.040, 1.591], [-3.197, 0.487, 2.801], [-1.392, 1.264, 1.327], [-0.704, 2.370, 2.076], [-1.733, 3.466, 2.399], [0.353, 3.007, 1.174], [-0.045, 1.900, 3.376], [-6.048, -0.483, 4.400], [-4.711, 0.341, 5.202], [-4.480, -1.277, 4.553], [-6.526, 0.407, 2.260], [-7.097, 1.157, 0.111], [-5.868, 0.931, -1.133], [-6.118, 2.525, -0.409], [-3.386, 1.780, -0.312], [-2.466, 0.199, 3.541], [-2.302, 3.739, 1.509], [-1.202, 4.350, 2.751], [-2.437, 3.164, 3.173], [-0.108, 3.418, 0.274], [1.118, 2.293, 0.878], [0.835, 3.822, 1.716], [-0.759, 1.436, 4.051], [0.377, 2.767, 3.887], [0.757, 1.190, 3.179]],
  "lowdin_charge": [0.51, 0.08, -0.31, 0.00, -0.16, 0.01, -0.60, 0.04, -0.03, 0.11, 0.12, 0.12, 0.12, -0.04, -0.23, -0.55, -0.22, -0.14, -0.35, 1.10, -0.52, 0.61, 0.10, 0.13, 0.13, 0.13, 0.13, 0.09, 0.07, 0.09, 0.06, 0.05, -0.05, -0.26, -0.01, -0.26, -0.04, -0.06, -0.34, 0.01, -0.19, -0.61, -0.04, -0.10, -0.05, 0.07, 0.08, 0.08, 0.11, 0.07, 0.06, 0.09, 0.09, 0.11, 0.09, 0.09, 0.08, 0.06, 0.02, 0.09, 0.07, 0.09, 0.02]
}

{
  "formula": "C22H32N2O4",
  "method": "wB97M-V/def2-TZVPD",
  "homo_ha": -0.31229,
  "gap_ev": 9.07,
  "e_lumo_ev": 0.57,
  "smiles": "COc1cccc(CNC(=O)[C@H]2CCC(=O)N(CC3CCCCC3)C2)c1OC",
  "symbols": ["C", "O", "C", "C", "C", "C", "C", "C", "N", "C", "O", "C", "C", "C", "C", "O", "N", "C", "C", "C", "C", "C", "C", "C", "C", "C", "O", "C", "H", "H", "H", "H", "H", "H", "H", "H", "H", "H", "H", "H", "H", "H", "H", "H", "H", "H", "H", "H", "H", "H", "H", "H", "H", "H", "H", "H", "H", "H", "H", "H"],
  "positions_angstrom": [[-6.671, -2.422, 0.206], [-5.628, -1.618, 0.698], [-5.307, -0.468, 0.023], [-5.927, -0.079, -1.159], [-5.532, 1.066, -1.827], [-4.510, 1.844, -1.324], [-3.894, 1.494, -0.132], [-2.764, 2.324, 0.425], [-1.527, 1.570, 0.464], [-0.688, 1.532, -0.595], [-0.773, 2.282, -1.543], [0.409, 0.475, -0.453], [-0.191, -0.948, -0.441], [0.358, -1.799, -1.590], [1.873, -1.740, -1.625], [2.587, -2.724, -1.647], [2.342, -0.473, -1.631], [3.762, -0.210, -1.645], [4.292, 0.312, -0.302], [5.778, 0.651, -0.423], [6.324, 1.171, 0.903], [6.109, 0.144, 2.010], [4.627, -0.196, 2.136], [4.085, -0.717, 0.808], [1.410, 0.626, -1.606], [-4.285, 0.339, 0.553], [-3.574, 0.070, 1.697], [-4.183, -0.636, 2.758], [-7.621, -1.879, 0.176], [-6.753, -3.251, 0.908], [-6.442, -2.815, -0.790], [-6.717, -0.682, -1.577], [-6.023, 1.338, -2.749], [-4.183, 2.727, -1.847], [-2.594, 3.194, -0.211], [-2.997, 2.646, 1.444], [-1.504, 0.824, 1.141], [0.930, 0.660, 0.492], [-1.279, -0.905, -0.526], [0.048, -1.444, 0.502], [-0.028, -1.432, -2.543], [0.053, -2.839, -1.474], [3.981, 0.514, -2.437], [4.250, -1.158, -1.886], [3.749, 1.228, -0.038], [6.326, -0.248, -0.713], [5.926, 1.400, -1.204], [7.389, 1.393, 0.802], [5.813, 2.101, 1.167], [6.485, 0.534, 2.959], [6.668, -0.764, 1.775], [4.482, -0.947, 2.915], [4.075, 0.701, 2.429], [4.598, -1.642, 0.538], [3.023, -0.950, 0.906], [1.961, 1.560, -1.496], [0.850, 0.687, -2.547], [-5.194, -0.271, 2.952], [-3.557, -0.443, 3.630], [-4.218, -1.709, 2.564]],
  "lowdin_charge": [-0.08, -0.11, -0.19, -0.02, -0.08, -0.04, -0.13, -0.11, 0.08, -0.46, 0.08, -0.19, -0.12, -0.08, -0.47, 0.05, -0.05, -0.12, -0.31, -0.17, -0.20, -0.21, -0.20, -0.16, -0.11, -0.15, -0.10, -0.06, 0.10, 0.10, 0.10, 0.10, 0.10, 0.12, 0.12, 0.13, 0.13, 0.15, 0.11, 0.12, 0.13, 0.12, 0.13, 0.13, 0.14, 0.12, 0.12, 0.11, 0.11, 0.11, 0.11, 0.11, 0.11, 0.13, 0.11, 0.13, 0.13, 0.10, 0.09, 0.09]
}

{
  "formula": "C22H32N2O6S",
  "method": "wB97M-V/def2-TZVPD",
  "homo_ha": -0.31653,
  "gap_ev": 9.23,
  "e_lumo_ev": 0.62,
  "smiles": "COc1ccc(S(=O)(=O)NC[C@H]2CC[C@@H](C(=O)N3CCC4(CC3)OCCO4)CC2)cc1",
  "symbols": ["C", "O", "C", "C", "C", "C", "S", "O", "O", "N", "C", "C", "C", "C", "C", "C", "O", "N", "C", "C", "C", "C", "C", "O", "C", "C", "O", "C", "C", "C", "C", "H", "H", "H", "H", "H", "H", "H", "H", "H", "H", "H", "H", "H", "H", "H", "H", "H", "H", "H", "H", "H", "H", "H", "H", "H", "H", "H", "H", "H", "H", "H", "H"],
  "positions_angstrom": [[-0.886, -4.040, -1.632], [-0.724, -3.485, -0.344], [0.433, -2.840, -0.066], [1.552, -2.832, -0.897], [2.670, -2.108, -0.532], [2.680, -1.401, 0.653], [4.081, -0.361, 1.000], [3.929, 0.269, 2.279], [5.287, -1.094, 0.724], [3.875, 0.803, -0.190], [4.024, 2.203, 0.136], [2.885, 3.114, -0.367], [2.476, 2.847, -1.822], [1.568, 1.631, -1.999], [0.343, 1.725, -1.091], [-0.543, 0.501, -1.266], [-0.134, -0.521, -1.794], [-1.812, 0.570, -0.793], [-2.452, 1.722, -0.194], [-3.961, 1.661, -0.407], [-4.573, 0.454, 0.325], [-3.562, -0.707, 0.345], [-2.624, -0.636, -0.849], [-4.913, 0.775, 1.666], [-6.318, 0.827, 1.771], [-6.772, -0.098, 0.642], [-5.776, 0.100, -0.336], [0.825, 1.825, 0.359], [1.655, 3.088, 0.545], [1.589, -1.425, 1.503], [0.470, -2.148, 1.149], [-0.721, -3.283, -2.403], [-0.212, -4.887, -1.791], [-1.917, -4.390, -1.674], [1.551, -3.364, -1.834], [3.546, -2.089, -1.161], [4.349, 0.523, -1.033], [4.064, 2.256, 1.227], [4.976, 2.583, -0.255], [3.300, 4.129, -0.321], [3.372, 2.725, -2.434], [1.945, 3.730, -2.190], [2.100, 0.712, -1.758], [1.247, 1.568, -3.041], [-0.217, 2.630, -1.351], [-2.257, 1.761, 0.885], [-2.068, 2.639, -0.644], [-4.422, 2.573, -0.029], [-4.196, 1.567, -1.467], [-2.996, -0.645, 1.275], [-4.104, -1.652, 0.332], [-1.944, -1.488, -0.848], [-3.205, -0.660, -1.779], [-6.602, 0.486, 2.766], [-6.678, 1.852, 1.608], [-7.736, 0.167, 0.209], [-6.785, -1.145, 0.974], [1.435, 0.952, 0.588], [-0.020, 1.840, 1.049], [1.975, 3.164, 1.586], [1.034, 3.960, 0.321], [1.636, -0.869, 2.426], [-0.400, -2.181, 1.785]],
  "lowdin_charge": [-0.08, -0.09, -0.29, -0.01, -0.05, -0.30, 0.66, -0.29, -0.29, -0.13, -0.19, -0.30, -0.15, -0.15, -0.22, -0.40, 0.07, -0.02, -0.13, -0.05, -0.50, -0.05, -0.11, -0.05, -0.15, -0.15, -0.05, -0.13, -0.14, -0.06, 0.01, 0.10, 0.10, 0.10, 0.11, 0.12, 0.11, 0.11, 0.13, 0.14, 0.11, 0.12, 0.10, 0.12, 0.14, 0.13, 0.12, 0.13, 0.13, 0.13, 0.13, 0.10, 0.14, 0.13, 0.13, 0.13, 0.13, 0.09, 0.11, 0.12, 0.12, 0.12, 0.12]
}

Largest force on an atom, record by record: 0.47 0.74 0.94 eV/A